Run 1
C3H10NO | ωB97M-V/def2-TZVPD

Total charge = +1
Frontier orbital gap = 9.9 eV
Lowest unoccupied orbital energy = -3.62 eV
Multiplicity = 1

Each line ends with the natural charge from an NBO analysis.
CARTESIAN COORDINATES (ANGSTROEM)
C 1.9065 -1.6651 1.1532  -0.422
N 1.4074 -0.4776 0.3697  -0.672
H 1.2626 -1.8187 2.0146  0.242
H 2.9295 -1.4919 1.4504  0.242
H 1.7870 -2.5433 0.5309  0.240
H 0.4177 -0.3037 0.5562  0.466
H 1.8544 0.3759 0.7005  0.448
H 1.4665 -0.5801 -0.6406  0.445
C -2.3290 0.1636 -0.5473  -0.439
C -1.2124 0.6945 -1.0221  0.052
O -0.4706 1.5396 -0.1835  -0.745
H -2.7803 0.5294 0.3636  0.233
H -2.8118 -0.5643 -1.1881  0.229
H -0.8253 0.5371 -2.0226  0.187
H -0.1199 2.2602 -0.7236  0.495

Run 2
C3H10NO | ωB97M-V/def2-TZVPD

Total charge = +1
Frontier orbital gap = 9.5 eV
Lowest unoccupied orbital energy = -3.81 eV
Multiplicity = 1

Each line ends with the natural charge from an NBO analysis.
CARTESIAN COORDINATES (ANGSTROEM)
C -1.7741 -0.7481 -0.4808  -0.102
C -0.6490 -0.1141 -0.2087  -0.289
N -2.9032 -0.7544 0.4890  -0.688
H -2.0646 -1.1729 -1.4323  0.236
H 0.1905 -0.1561 -0.8799  0.264
H -0.5936 0.3330 0.7787  0.221
H -2.5755 -0.6159 1.4409  0.448
H -3.5464 0.0173 0.2663  0.453
H -3.3809 -1.6538 0.4482  0.453
C 3.0636 0.4914 -0.1606  -0.253
O 2.0323 1.3072 0.3989  -0.751
H 2.7276 -0.5386 -0.0950  0.174
H 3.2708 0.7876 -1.1847  0.175
H 3.9707 0.5885 0.4346  0.183
H 2.2317 2.2289 0.1854  0.476

The most stable of them is run 1.

Run 1
C3H10NO | ωB97M-V/def2-TZVPD

Total charge = +1
Frontier orbital gap = 7.5 eV
Lowest unoccupied orbital energy = -4.60 eV
Multiplicity = 1

Each line ends with the natural charge from an NBO analysis.
CARTESIAN COORDINATES (ANGSTROEM)
N -1.2467 -1.6084 1.8433  -0.861
H -0.6187 -0.8124 1.9763  0.462
H -0.7677 -2.4851 2.0628  0.462
H -2.0759 -1.5123 2.4360  0.463
H -1.5606 -1.6248 0.8694  0.463
C 1.2320 1.5699 -2.0305  -0.444
C 0.9345 0.6401 -1.1342  0.281
O 1.7837 -0.4189 -0.9017  -0.671
C -0.2727 0.7213 -0.2441  -0.676
H 0.6747 2.4939 -2.0094  0.213
H 2.0325 1.4338 -2.7419  0.231
H 1.6796 -0.7360 0.0030  0.457
H -0.8377 1.6211 -0.4802  0.262
H -0.9714 -0.0913 -0.4622  0.182
H 0.0145 0.8091 0.8135  0.176

Run 2
C3H10NO | ωB97M-V/def2-TZVPD

Total charge = +1
Frontier orbital gap = 11.2 eV
Lowest unoccupied orbital energy = -3.30 eV
Multiplicity = 1

Each line ends with the natural charge from an NBO analysis.
CARTESIAN COORDINATES (ANGSTROEM)
C -2.5777 0.4034 -0.4908  -0.650
C -1.2253 -0.2012 -0.5625  -0.128
C -0.1284 0.4969 -0.7412  -0.088
N 1.1858 -0.2793 -0.6026  -0.729
H -2.6900 1.4708 -0.4416  0.243
H -3.1301 -0.0580 0.3627  0.251
H -3.0332 -0.0350 -1.4926  0.247
H -1.1983 -1.2553 -0.6414  0.208
H -0.0269 1.5386 -0.8437  0.229
H 0.8285 -1.1756 -1.0582  0.434
H 1.5300 -0.4388 0.3893  0.478
H 1.8890 0.0335 -1.2844  0.438
H 2.0757 -1.0995 2.4010  0.523
H 1.9055 0.5594 2.3774  0.515
O 2.1422 -0.2224 1.9021  -0.971

The most stable of them is run 2.

Run 1
CHN3O2 | ωB97M-V/def2-TZVPD

Frontier orbital gap = 11.4 eV
Lowest unoccupied orbital energy = 0.65 eV
Multiplicity = 1

Each line ends with the natural charge from an NBO analysis.
CARTESIAN COORDINATES (ANGSTROEM)
N 1.0570 1.0822 0.6739  -0.128
N 1.7513 0.1847 0.5915  0.438
O 2.4784 -0.6527 0.4116  -0.312
N -0.8976 0.3674 -0.7111  -0.785
C -1.4045 -0.6180 -0.2357  0.844
O -1.5844 -1.6635 0.1900  -0.491
H -1.4001 1.2999 -0.9203  0.435

Run 2
CHN3O2 | ωB97M-V/def2-TZVPD

Frontier orbital gap = 9.8 eV
Lowest unoccupied orbital energy = -0.52 eV
Multiplicity = 1

Each line ends with the natural charge from an NBO analysis.
CARTESIAN COORDINATES (ANGSTROEM)
O -0.6434 1.8882 -1.1500  -0.556
C -0.3209 0.9998 -0.3111  0.771
N -0.7731 0.5285 0.7960  -0.410
N -0.4579 -0.7760 0.8994  0.073
N 0.5416 -0.8930 0.1499  -0.013
O 0.8318 0.0917 -0.6570  -0.290
H 0.8219 -1.8392 0.2728  0.425

Run 3
CHN3O2 | ωB97M-V/def2-TZVPD

Frontier orbital gap = 11.8 eV
Lowest unoccupied orbital energy = 0.61 eV
Multiplicity = 1

Each line ends with the natural charge from an NBO analysis.
CARTESIAN COORDINATES (ANGSTROEM)
N -0.2179 0.4007 2.8940  -0.097
N -0.1417 0.9272 1.9285  0.436
O -0.0141 1.4519 0.9081  -0.339
N -0.6852 -0.7346 -1.3726  -0.766
C 0.4906 -0.5257 -1.2736  0.850
O 1.5437 -0.1223 -0.9772  -0.496
H -0.9755 -1.3971 -2.1073  0.411

The most stable of them is run 3.

Run 1
C40H56IrN2O3P2 | ωB97M-V/def2-TZVPD

Frontier orbital gap (alpha / beta) = 7.4 / 7.2 eV
Lowest unoccupied orbital energy (alpha / beta) = 0.33 / 0.22 eV
Multiplicity = 2

Each line ends with the Löwdin spin population.
CARTESIAN COORDINATES (ANGSTROEM)
Ir 0.3484 -2.0403 0.3125  0.781
N 2.2628 -1.9757 -1.1710  0.006
C 3.3703 -2.9237 -0.9646  0.000
C 2.8784 -4.3661 -1.0415  0.000
C 1.8524 -4.5865 0.0659  0.010
O 2.1450 -5.2094 1.0678  0.009
O 0.7084 -4.0064 -0.1719  0.070
H 1.8531 -2.1084 -2.0914  0.001
H 2.5884 -1.0155 -1.1207  0.000
H 3.7846 -2.7447 0.0295  0.000
H 4.1709 -2.7568 -1.6919  0.000
H 3.7134 -5.0480 -0.8913  0.000
H 2.4189 -4.5542 -2.0150  0.000
C -0.9057 -2.5029 1.4999  -0.051
H -1.2192 -3.5501 1.5349  -0.001
H -1.3798 -1.8373 2.2266  -0.001
O -1.6532 -0.5381 -0.7858  0.009
P -2.5199 0.5192 -1.3974  0.001
C -4.2229 -0.1040 -1.7732  0.000
C -4.1426 -1.6083 -2.1349  0.000
C -4.0345 -2.5288 -0.9176  0.000
C -5.1544 -2.2647 0.0832  0.000
C -5.1335 -0.7948 0.4906  0.000
C -5.3410 0.0853 -0.7418  0.000
C -2.4100 2.1430 -0.4886  0.000
C -3.6644 2.9312 -0.0652  0.000
C -4.2418 2.5572 1.3021  0.000
C -3.1615 2.5354 2.3773  0.000
C -2.0492 1.5757 1.9704  0.000
C -1.3989 2.0181 0.6662  0.000
C -1.9129 1.0621 -3.0525  0.000
C -2.1081 0.0781 -4.2169  0.000
C -1.1380 -1.1048 -4.1645  0.000
C 0.3062 -0.6133 -4.1668  0.000
C 0.5404 0.3114 -2.9768  0.000
C -0.4295 1.4929 -2.9970  0.000
H -4.4978 0.4537 -2.6764  0.000
H -3.3032 -1.8045 -2.7976  0.000
H -5.0560 -1.8570 -2.6880  0.000
H -3.0704 -2.3671 -0.4318  0.000
H -4.0622 -3.5665 -1.2579  0.000
H -5.0384 -2.9073 0.9584  0.000
H -6.1237 -2.4995 -0.3716  0.000
H -4.1570 -0.5752 0.9357  0.000
H -5.9027 -0.5855 1.2375  0.000
H -5.4589 1.1301 -0.4718  0.000
H -6.2768 -0.2194 -1.2250  0.000
H -1.9414 2.7606 -1.2581  0.000
H -4.4348 2.8797 -0.8391  0.000
H -3.3592 3.9820 -0.0100  0.000
H -4.7043 1.5719 1.2724  0.000
H -5.0256 3.2755 1.5559  0.000
H -3.5990 2.2336 3.3320  0.000
H -2.7432 3.5397 2.5092  0.000
H -2.4542 0.5656 1.8417  0.000
H -1.2839 1.5243 2.7430  0.000
H -0.6117 1.3064 0.4106  0.000
H -0.9300 2.9986 0.8209  0.000
H -2.5208 1.9527 -3.2630  0.000
H -1.9204 0.6300 -5.1454  0.000
H -3.1384 -0.2749 -4.2671  0.000
H -1.3206 -1.7629 -5.0171  0.000
H -1.3020 -1.6842 -3.2514  0.000
H 0.5122 -0.0749 -5.0989  0.000
H 0.9876 -1.4685 -4.1308  0.000
H 1.5650 0.6918 -2.9811  0.000
H 0.3931 -0.2432 -2.0465  0.000
H -0.2277 2.1013 -3.8860  0.000
H -0.2356 2.1222 -2.1249  0.000
N 1.0808 -0.3927 1.0596  0.101
P 2.3971 0.2602 1.4871  0.040
C 3.5825 -0.8430 2.3128  0.010
C 4.8549 -0.4141 2.6954  0.001
C 5.7233 -1.2908 3.3256  0.001
C 5.3242 -2.5979 3.5838  0.000
C 4.0537 -3.0229 3.2272  0.000
C 3.1782 -2.1421 2.6044  0.000
C 2.1037 1.6020 2.6836  0.006
C 1.1654 1.3380 3.6797  0.001
C 0.8594 2.3033 4.6252  0.000
C 1.4915 3.5399 4.5841  0.001
C 2.4351 3.8044 3.6035  0.000
C 2.7445 2.8366 2.6554  0.002
C 3.3027 1.0918 0.1288  0.000
C 4.5691 0.7494 -0.3345  0.000
C 5.1066 1.3904 -1.4462  0.000
C 4.3880 2.3821 -2.0945  0.000
C 3.1192 2.7278 -1.6416  0.000
C 2.5762 2.0777 -0.5470  0.001
H 5.1635 0.6077 2.5037  0.000
H 6.7085 -0.9543 3.6230  0.000
H 6.0123 -3.2852 4.0594  0.000
H 3.7420 -4.0435 3.4070  0.000
H 2.1876 -2.4711 2.3137  0.000
H 0.6741 0.3721 3.6835  0.000
H 0.1228 2.0966 5.3914  0.000
H 1.2538 4.2966 5.3209  0.000
H 2.9328 4.7654 3.5729  0.000
H 3.4852 3.0445 1.8928  0.000
H 5.1444 -0.0151 0.1724  0.000
H 6.0920 1.1179 -1.8025  0.000
H 4.8129 2.8861 -2.9532  0.000
H 2.5537 3.5012 -2.1469  0.000
H 1.5794 2.3255 -0.1969  0.001

Run 2
C40H56IrN2O3P2 | ωB97M-V/def2-TZVPD

Frontier orbital gap (alpha / beta) = 7.4 / 7.2 eV
Lowest unoccupied orbital energy (alpha / beta) = 0.40 / 0.22 eV
Multiplicity = 2

Each line ends with the Löwdin spin population.
CARTESIAN COORDINATES (ANGSTROEM)
Ir -0.0593 -1.6974 -0.3906  1.235
N 0.0555 -1.5644 1.9448  0.000
C -0.9526 -2.2628 2.7507  0.000
C -1.1474 -3.6839 2.2307  0.000
C -2.0892 -3.6435 1.0127  0.003
O -3.2489 -4.0079 1.1540  0.001
O -1.5792 -3.1942 -0.0785  0.041
H 0.9826 -1.9432 2.1136  0.000
H 0.0894 -0.5752 2.1653  0.001
H -1.8953 -1.7164 2.6728  0.000
H -0.6692 -2.2814 3.8088  0.000
H -1.6013 -4.3116 2.9941  0.000
H -0.1776 -4.0965 1.9395  -0.001
C -0.1333 -1.9888 -2.4045  -0.473
H -0.9463 -2.5816 -2.8198  -0.033
H 0.6194 -1.6876 -3.1289  -0.030
O -1.4219 0.2560 0.0908  0.053
P -2.4530 1.3105 -0.1621  0.006
C -1.7903 2.7520 -1.1278  0.001
C -0.3471 3.0838 -0.6558  0.000
C 0.6760 3.0070 -1.7909  0.000
C 0.5468 1.6633 -2.4973  -0.001
C -0.8448 1.4886 -3.1442  -0.008
C -1.8395 2.5433 -2.6489  -0.001
C -3.8152 0.5718 -1.1594  0.000
C -4.1982 -0.8484 -0.7013  0.000
C -5.2933 -0.9024 0.3596  0.000
C -6.5135 -0.0958 -0.0778  0.000
C -6.1286 1.3561 -0.3624  0.000
C -5.0433 1.4487 -1.4390  0.000
C -3.1474 1.9022 1.4589  0.002
C -2.2198 1.6196 2.6467  0.000
C -1.1931 2.7195 2.8958  0.000
C -1.8819 4.0717 3.0579  0.000
C -2.6781 4.4067 1.7990  0.000
C -3.7163 3.3277 1.4843  0.000
H -2.4547 3.5888 -0.8927  0.000
H -0.0365 2.3512 0.0929  0.000
H -0.3107 4.0723 -0.1936  0.000
H 1.6766 3.1086 -1.3674  0.000
H 0.5348 3.8305 -2.4971  0.000
H 0.7010 0.8745 -1.7568  -0.001
H 1.3288 1.5561 -3.2528  0.000
H -1.2012 0.4800 -2.9200  -0.009
H -0.7757 1.5739 -4.2306  0.000
H -2.8535 2.3000 -2.9693  0.000
H -1.5957 3.5019 -3.1135  0.000
H -3.2739 0.4324 -2.1011  0.000
H -3.3074 -1.3831 -0.3651  0.000
H -4.5630 -1.3836 -1.5834  0.000
H -4.9281 -0.5185 1.3159  0.000
H -5.5620 -1.9467 0.5256  0.000
H -7.2826 -0.1283 0.6972  0.000
H -6.9391 -0.5410 -0.9830  0.000
H -5.7888 1.8259 0.5648  0.000
H -7.0038 1.9156 -0.7011  0.000
H -4.7528 2.4951 -1.5767  0.000
H -5.4800 1.1114 -2.3845  0.000
H -3.9881 1.2127 1.5594  0.000
H -1.7210 0.6665 2.4710  0.000
H -2.8397 1.5060 3.5421  0.000
H -0.4966 2.7710 2.0553  0.000
H -0.6130 2.4778 3.7895  0.000
H -1.1397 4.8514 3.2425  0.000
H -2.5523 4.0417 3.9232  0.000
H -1.9806 4.5198 0.9651  0.000
H -3.1936 5.3621 1.9193  0.000
H -4.2063 3.5593 0.5341  0.000
H -4.4896 3.3659 2.2585  0.000
N 1.8738 -1.4460 -0.2333  0.139
P 3.4161 -1.5697 -0.2516  0.052
C 4.2015 -0.0317 -0.7931  0.015
C 5.1553 0.6567 -0.0485  0.004
C 5.6688 1.8546 -0.5247  0.001
C 5.2427 2.3590 -1.7449  0.002
C 4.3034 1.6635 -2.4965  0.000
C 3.7811 0.4728 -2.0242  0.003
C 4.1079 -1.9764 1.3721  0.001
C 4.8066 -3.1536 1.6242  0.000
C 5.1844 -3.4732 2.9200  0.000
C 4.8568 -2.6310 3.9725  0.000
C 4.1430 -1.4630 3.7290  0.000
C 3.7639 -1.1401 2.4385  0.001
C 4.0074 -2.8500 -1.4042  0.004
C 5.3020 -2.8442 -1.9182  0.000
C 5.6910 -3.8226 -2.8209  0.000
C 4.7898 -4.8059 -3.2077  0.000
C 3.5005 -4.8124 -2.6929  -0.001
C 3.1042 -3.8320 -1.7960  -0.005
H 5.4951 0.2546 0.8972  0.000
H 6.4041 2.3985 0.0548  0.000
H 5.6431 3.2953 -2.1120  0.000
H 3.9774 2.0610 -3.4498  0.000
H 3.0324 -0.0769 -2.5829  0.000
H 5.0556 -3.8124 0.8014  0.000
H 5.7307 -4.3873 3.1144  0.000
H 5.1517 -2.8845 4.9823  0.000
H 3.8758 -0.8145 4.5542  0.000
H 3.1950 -0.2396 2.2336  0.000
H 6.0017 -2.0749 -1.6106  0.000
H 6.6937 -3.8218 -3.2297  0.000
H 5.0918 -5.5685 -3.9141  0.000
H 2.8002 -5.5805 -2.9954  0.000
H 2.0957 -3.7999 -1.4011  -0.006

The most stable of them is run 1.

Run 1
C3H8N3S | ωB97M-V/def2-TZVPD

Total charge = +1
Frontier orbital gap = 8.0 eV
Lowest unoccupied orbital energy = -3.72 eV
Multiplicity = 1

Each line ends with the natural charge from an NBO analysis.
CARTESIAN COORDINATES (ANGSTROEM)
C 0.1983 -0.4352 -0.1440  0.712
C 1.3721 0.0632 2.0419  -0.319
C 1.7237 -1.3179 2.4718  -0.302
N 0.6623 0.0396 0.8451  -0.399
N -0.4971 -0.6442 -1.1572  -0.903
N -1.9183 1.2411 -2.4983  -0.883
S 2.4067 -1.7787 3.8818  0.171
H 0.5063 0.6148 2.6384  0.268
H 2.3163 0.6217 2.0033  0.260
H 1.3847 -2.1043 1.7377  0.198
H -1.5060 0.4216 -1.9256  0.469
H -0.2301 -1.3188 -1.8254  0.416
H -1.3007 1.6299 -3.0876  0.421
H -2.3551 2.0323 -1.9259  0.448
H -2.7633 0.9351 -3.0560  0.443

Run 2
C3H8N3S | ωB97M-V/def2-TZVPD

Total charge = +1
Frontier orbital gap (alpha / beta) = 6.8 / 6.8 eV
Lowest unoccupied orbital energy (alpha / beta) = -5.22 / -5.23 eV
Multiplicity = 1

Each line ends with the natural charge from an NBO analysis.
CARTESIAN COORDINATES (ANGSTROEM)
C -1.3834 -0.8881 -0.2690  -0.108
C 0.9901 1.1621 0.1334  -0.306
C -0.3934 1.7618 -0.1983  -0.462
N -2.0699 -1.9732 -0.0328  -0.739
N 1.1363 -0.1066 -0.4642  0.073
N 1.8775 -0.9110 0.1111  -0.366
S -1.8811 0.6649 0.0697  0.326
H 1.6603 1.7916 -0.3281  0.272
H 1.1884 1.0988 1.1616  0.201
H -0.5104 2.5958 0.3420  0.238
H -0.5096 1.9289 -1.1971  0.234
H -2.9540 -1.8467 0.4536  0.404
H 1.9975 -1.6957 -0.5162  0.419
H -1.5399 -2.8082 -0.1866  0.422
H 2.3917 -0.7743 0.9209  0.393

Run 3
C3H8N3S | ωB97M-V/def2-TZVPD

Total charge = +1
Frontier orbital gap (alpha / beta) = 7.1 / 6.3 eV
Lowest unoccupied orbital energy (alpha / beta) = -5.86 / -6.70 eV
Multiplicity = 1

Each line ends with the natural charge from an NBO analysis.
CARTESIAN COORDINATES (ANGSTROEM)
C -0.5302 -0.8042 0.3021  0.193
C -0.6536 1.5157 -0.1939  -0.038
C 1.5572 0.4466 -0.0006  -0.423
N -1.9993 1.0891 -0.0912  -0.790
N 0.1593 0.2690 0.0952  -0.400
N 0.6254 -2.7416 -0.2165  -0.538
S -2.1295 -0.5744 0.2094  0.709
H -0.4641 1.8604 -1.2700  0.202
H -0.4416 2.3436 0.5055  0.217
H 1.9201 1.2477 0.5756  0.234
H 1.9508 -0.4101 0.6268  0.236
H 1.9090 0.5298 -1.0611  0.245
H -2.7129 1.7359 0.1686  0.439
H -0.1987 -3.4579 -0.3348  0.366
H 1.0080 -3.0496 0.6849  0.348

Run 4
C3H8N3S | ωB97M-V/def2-TZVPD

Total charge = +1
Frontier orbital gap = 7.2 eV
Lowest unoccupied orbital energy = -4.52 eV
Multiplicity = 1

Each line ends with the natural charge from an NBO analysis.
CARTESIAN COORDINATES (ANGSTROEM)
C -0.2961 0.0430 -3.9965  -0.419
C 0.2792 0.7806 2.0386  -0.022
C -0.2014 -1.6361 0.8059  -0.829
N -0.3198 0.0369 -2.6991  0.069
N -0.3322 0.1332 -1.5525  -0.124
N 0.6282 1.6977 2.9365  -0.680
S 0.5667 -0.8313 2.2103  0.526
H 0.7150 0.3066 -4.5899  0.263
H -1.2414 -0.0681 -4.5557  0.253
H -0.4110 1.1770 1.3250  0.255
H 0.3636 -2.6043 0.7611  0.265
H -0.1000 -1.1769 -0.2092  0.294
H -1.2818 -2.0373 0.9092  0.270
H 1.1804 1.4599 3.7952  0.433
H 0.4505 2.7191 2.8212  0.447

The most stable of them is run 1.